Formula: C33H24F5HfO4PSe
Source: the OMol25 dataset
Level of theory: wB97M-V/def2-TZVPD

- HOMO-LUMO gap (eV) = 7.5
- E_LUMO (eV) = -6.3
- net charge = +2
- E_tot (eV) = -132319.906
- relative energy (zero: lowest compared OMol25 entry of this formula, charge and spin) (kcal/mol) = 6.61

Last column: natural (NBO) charge in e.
Geometry (Å):
Hf1 -0.26 -0.43 -0.63  2.24
Se1 -2.13 -0.45 -2.40  -0.05
P1 -0.72 0.85 2.10  1.96
F1 0.07 1.56 -1.77  -0.34
F2 -4.33 4.15 -3.61  -0.26
F3 -4.36 1.47 -3.38  -0.28
F4 0.08 4.26 -1.98  -0.27
F5 -2.13 5.56 -2.92  -0.25
O1 4.35 -1.74 -5.08  -0.43
O2 -0.32 -2.45 -0.85  -0.81
O3 -0.93 1.14 0.58  -1.15
O4 1.51 -0.67 -1.45  -0.87
C1 -0.68 -0.95 2.08  -0.56
C2 -3.55 3.25 3.61  -0.19
C3 -2.51 0.72 4.18  -0.11
C4 3.34 -1.99 -4.27  0.46
C5 0.87 1.46 2.60  -0.41
C6 -2.16 1.46 -2.56  -0.34
C7 2.95 -1.15 -3.23  -0.41
C8 0.47 -1.69 2.38  -0.19
C9 1.11 1.76 3.94  -0.17
C10 -1.01 3.59 -2.33  0.28
C11 0.42 -3.08 2.34  -0.17
C12 -1.88 -1.62 1.74  -0.15
C13 -3.26 3.52 -3.16  0.28
C14 -3.27 2.14 -3.04  0.40
C15 -4.02 2.51 4.69  -0.14
C16 1.60 -3.54 -3.76  -0.08
C17 1.87 -1.50 -2.44  0.51
C18 -2.55 2.72 2.81  -0.15
C19 2.65 -3.20 -4.54  -0.27
C20 -1.06 2.22 -2.24  0.34
C21 -3.50 1.26 4.98  -0.22
C22 2.39 2.14 4.32  -0.19
C23 -0.57 -4.48 -2.03  -0.71
C24 -0.76 -3.73 2.03  -0.14
C25 1.89 1.55 1.65  -0.19
C26 3.40 2.22 3.38  -0.15
C27 3.16 1.93 2.04  -0.18
C28 -2.13 4.25 -2.81  0.30
C29 -1.91 -3.00 1.72  -0.19
C30 5.12 -0.54 -4.91  -0.27
C31 0.10 -3.16 -1.85  0.63
C32 -2.03 1.45 3.09  -0.52
C33 1.15 -2.72 -2.67  -0.33
H1 3.95 2.02 1.32  0.24
H2 0.14 -5.30 -1.88  0.27
H3 -1.38 -4.57 -1.31  0.25
H4 -4.80 2.93 5.32  0.24
H5 1.08 -4.47 -3.96  0.23
H6 2.98 -3.81 -5.36  0.26
H7 5.60 -0.54 -3.92  0.19
H8 4.40 2.53 3.69  0.24
H9 2.59 2.39 5.36  0.25
H10 -2.78 -1.05 1.53  0.25
H11 5.88 -0.57 -5.68  0.23
H12 -3.95 4.22 3.39  0.24
H13 0.31 1.71 4.67  0.24
H14 -0.80 -4.81 2.03  0.25
H15 1.68 1.37 0.60  0.20
H16 -2.83 -3.51 1.48  0.25
H17 -2.17 3.29 1.96  0.23
H18 -2.11 -0.27 4.40  0.22
H19 1.38 -1.18 2.66  0.25
H20 -0.97 -4.58 -3.04  0.27
H21 4.49 0.34 -5.04  0.19
H22 -3.88 0.69 5.82  0.24
H23 3.46 -0.22 -3.01  0.25
H24 1.31 -3.65 2.58  0.25